Density functional theory data (ωB97M-V/def2-TZVPD) for a molecular structure, C46H56BCrF5N7O11S3 at a distorted geometry.

Last column: Mulliken spin population.
Element x y z (Å)
Cr -0.26993 0.64304 -0.10076  3.0237
C -0.78624 4.72276 3.58477  0.0002
C -0.01632 4.04513 2.49660  0.0059
C 1.14365 4.45575 1.90034  0.0043
C 1.44482 3.50398 0.91471  0.0316
N 0.51458 2.53050 0.93448  -0.0030
N -0.37591 2.89466 1.91117  0.0069
B -1.59800 2.06722 2.28312  -0.0126
N -2.59286 1.94926 1.13826  -0.0229
N -2.34656 1.24437 -0.01054  -0.0489
C -3.42883 1.43617 -0.80353  0.0364
C -4.34344 2.25006 -0.12427  -0.0015
C -3.77281 2.57354 1.07651  0.0118
C -4.32951 3.44515 2.15585  -0.0004
C -3.75953 0.96135 -2.21723  -0.0011
C -3.08684 -0.33917 -2.61838  0.0048
C -3.42633 2.06822 -3.23258  0.0040
C -5.27796 0.72777 -2.28135  0.0000
N -1.14038 0.68410 2.75808  -0.0164
N -0.38520 -0.15398 1.98724  -0.0456
C -0.10053 -1.21619 2.77000  0.0276
C -0.68235 -1.01909 4.03349  0.0049
C -1.33377 0.18439 3.98226  0.0093
C -2.12460 0.86660 5.05278  0.0002
C 0.66837 -2.51011 2.52306  0.0084
C 1.38802 -2.61019 1.19464  -0.0093
C 1.74019 -2.64276 3.61935  -0.0006
C -0.31912 -3.68000 2.65657  0.0004
C 2.69084 3.68565 0.05893  0.0056
C 3.90489 3.34067 0.93222  0.0008
C 2.67670 2.83553 -1.19791  -0.0047
C 2.79704 5.16662 -0.36603  0.0000
H -0.24913 5.62413 3.87686  0.0000
H -0.90674 4.08944 4.46473  0.0001
H -1.78101 5.01593 3.24740  0.0002
H 1.70328 5.34658 2.13527  0.0001
H -2.14837 2.60001 3.19947  0.0012
H -5.29791 2.59708 -0.48144  0.0000
H -5.34379 3.73175 1.88093  0.0000
H -3.73959 4.35618 2.27289  0.0003
H -4.35926 2.93803 3.12145  0.0004
H -2.00804 -0.23764 -2.64958  0.0042
H -3.42213 -0.61751 -3.62234  -0.0004
H -3.36224 -1.13554 -1.92456  -0.0008
H -2.36719 2.07980 -3.46306  -0.0015
H -3.70283 3.05502 -2.86151  0.0000
H -3.96786 1.87305 -4.16464  0.0001
H -5.62290 0.08210 -1.46831  0.0000
H -5.51183 0.24204 -3.23166  -0.0001
H -5.83618 1.66642 -2.24511  0.0000
H -0.64495 -1.68762 4.87879  -0.0001
H -2.16165 0.21789 5.92721  -0.0001
H -3.14682 1.07144 4.72947  0.0003
H -1.67529 1.81730 5.34537  0.0002
H 2.25286 -1.95364 1.19577  -0.0010
H 0.74600 -2.33943 0.36025  0.0122
H 1.73909 -3.63749 1.05735  -0.0006
H 2.39580 -1.76748 3.62998  -0.0002
H 2.35105 -3.52821 3.41177  0.0002
H 1.30119 -2.75803 4.61356  0.0001
H -1.13720 -3.57644 1.94222  -0.0005
H -0.74525 -3.72321 3.66382  0.0003
H 0.20808 -4.61931 2.46755  0.0003
H 3.86983 2.29971 1.24958  -0.0005
H 3.94256 3.97700 1.82206  0.0001
H 4.82452 3.49578 0.35675  0.0001
H 2.85985 1.78687 -0.98836  0.0040
H 3.43372 3.18175 -1.90577  -0.0001
H 1.70548 2.91893 -1.67490  0.0033
H 3.15847 5.79365 0.45614  0.0000
H 1.83908 5.56067 -0.70612  0.0000
H 3.51262 5.25095 -1.18808  0.0000
O -0.73655 5.63614 -1.18560  0.0001
S -1.44608 4.55157 -1.85268  -0.0008
O -2.72858 4.94958 -2.41711  0.0002
O -1.46369 3.30024 -1.12397  0.0380
C -0.43333 4.28979 -3.35994  -0.0010
C -0.32884 5.48725 -4.10271  -0.0001
C 0.37975 5.56900 -5.28010  0.0001
C 1.03064 4.43727 -5.76602  -0.0001
C 0.94373 3.26043 -5.06294  -0.0011
C 0.21737 3.16128 -3.85914  0.0026
S 0.27789 1.41265 -3.35117  -0.0107
O -0.56818 0.74958 -4.31681  -0.0018
O 1.68048 1.07498 -3.39340  0.0035
O -0.28363 1.26484 -1.98210  -0.0397
H -0.83203 6.35976 -3.70920  0.0000
H 0.42908 6.50826 -5.82018  0.0000
H 1.59751 4.47352 -6.69005  0.0000
H 1.44744 2.37621 -5.42945  -0.0001
F 5.76276 -2.63445 -2.48196  0.0004
C 4.74321 -1.93599 -1.94990  0.0090
C 3.47357 -2.01828 -2.48266  -0.0032
F 3.25754 -2.80911 -3.54528  -0.0001
C 2.42388 -1.30896 -1.93930  0.0128
F 1.23787 -1.47952 -2.51574  -0.0004
C 2.56201 -0.48639 -0.80902  -0.0029
O 1.63352 0.17574 -0.16228  -0.0454
C 3.86994 -0.43190 -0.31058  0.0018
F 4.10951 0.28199 0.79922  0.0000
C 4.93107 -1.13113 -0.85139  -0.0032
F 6.14968 -1.03768 -0.29358  -0.0003
C 3.60299 -6.22348 3.14451  0.0001
C 2.44087 -6.38516 2.19548  0.0000
C 2.57629 -6.09690 0.84192  0.0000
C 1.50169 -6.22266 -0.02770  0.0000
C 0.26744 -6.62252 0.46944  -0.0001
C 0.11419 -6.93216 1.81692  0.0000
C 1.20254 -6.81965 2.66588  0.0000
S -1.12811 -6.71696 -0.61881  -0.0001
O -0.64100 -7.26436 -1.85490  0.0000
O -2.17766 -7.36257 0.11913  0.0000
N -1.58975 -5.20632 -0.90913  -0.0001
C -0.75704 -4.32578 -1.75784  0.0010
C -1.48538 -3.00458 -1.96316  0.0044
C -1.57041 -2.24582 -0.64569  0.0020
O -2.20256 -2.77951 0.27756  0.0099
O -0.92469 -1.15261 -0.57052  -0.0150
H 4.50185 -5.90438 2.61694  0.0000
H 3.82231 -7.16163 3.65900  0.0000
H 3.37699 -5.47407 3.90663  0.0000
H 3.53390 -5.75790 0.46027  0.0000
H 1.62001 -6.02077 -1.08580  0.0000
H -0.85653 -7.25290 2.17424  0.0000
H 1.08696 -7.05232 3.71995  0.0000
H -1.99620 -4.69137 -0.11990  -0.0002
H -0.57991 -4.82287 -2.70749  0.0000
H 0.21421 -4.12718 -1.28960  0.0006
H -2.50154 -3.20442 -2.30514  0.0002
H -0.96640 -2.41472 -2.71020  -0.0020

Forces on the atoms, in the same order (eV/Å):
0.323 -0.646 -0.001
0.034 -0.011 -0.062
0.022 -0.039 0.014
0.151 0.089 0.018
0.000 0.045 0.013
-0.367 0.221 -0.030
0.044 -0.037 -0.159
-0.006 -0.097 -0.026
0.152 -0.140 -0.180
-0.476 0.040 0.248
0.201 -0.174 0.238
-0.084 0.097 -0.090
-0.083 -0.071 0.067
0.039 -0.011 -0.057
0.133 0.061 0.054
0.065 -0.044 0.054
-0.112 -0.050 0.077
-0.139 -0.052 0.008
0.043 -0.024 -0.184
-0.090 0.034 0.302
-0.051 0.122 0.026
0.018 -0.178 0.072
-0.006 0.042 0.040
0.013 -0.036 -0.038
-0.131 0.137 0.033
-0.004 0.035 -0.191
0.055 -0.023 0.043
0.016 -0.063 0.021
-0.058 -0.082 0.052
0.093 -0.025 -0.027
-0.043 -0.037 0.012
-0.066 0.023 0.089
0.006 0.019 0.017
0.016 -0.008 -0.008
0.014 -0.012 -0.003
-0.046 -0.024 -0.073
0.044 -0.006 -0.072
0.079 -0.004 0.016
-0.010 0.018 0.002
-0.011 -0.024 -0.012
-0.009 0.005 -0.020
-0.027 -0.044 0.036
0.025 -0.004 0.029
-0.077 0.016 -0.027
-0.024 0.028 0.011
-0.039 -0.138 -0.047
0.035 -0.073 -0.012
0.016 0.020 -0.043
-0.020 0.016 0.000
0.018 -0.076 -0.012
-0.002 0.021 -0.064
-0.008 -0.006 0.022
0.041 -0.017 0.003
-0.005 -0.026 -0.011
0.076 0.100 -0.099
0.066 0.027 -0.008
-0.019 0.123 0.018
-0.026 -0.056 -0.017
-0.053 0.069 0.021
0.029 0.015 -0.048
0.072 0.022 0.068
0.009 0.003 -0.041
-0.102 0.316 0.073
-0.012 0.185 -0.001
-0.007 -0.003 -0.065
-0.011 -0.015 0.030
-0.074 0.248 -0.050
-0.003 -0.004 0.022
0.035 0.019 -0.066
-0.075 -0.019 -0.042
-0.078 -0.055 -0.043
0.036 0.002 0.076
-0.003 -0.020 0.027
0.392 -0.201 -0.216
0.011 0.227 0.161
-0.019 1.114 -0.173
0.036 0.239 -0.101
0.021 -0.269 0.174
-0.008 -0.017 0.039
-0.020 0.077 -0.047
-0.040 0.026 0.127
0.043 -0.144 -0.134
-0.173 -0.062 0.423
0.149 -0.022 -0.066
0.096 0.016 -0.164
0.149 -0.085 -0.001
-0.018 -0.003 0.028
-0.002 -0.012 0.023
-0.017 0.008 0.034
-0.014 0.012 0.011
0.099 -0.040 -0.047
-0.018 -0.073 -0.067
0.052 -0.018 -0.053
0.005 -0.013 -0.040
-0.277 0.022 0.037
-0.328 -0.091 0.057
-0.461 0.212 0.338
-0.096 -0.503 -0.339
0.242 -0.173 0.059
0.045 -0.107 0.144
-0.027 0.118 0.083
0.117 0.004 0.063
-0.080 -0.018 -0.054
0.060 -0.052 0.094
0.022 -0.017 -0.059
-0.038 -0.051 0.049
0.107 -0.131 0.111
0.083 -0.119 -0.181
0.063 -0.130 0.001
0.112 0.044 0.085
-0.054 -0.071 -0.034
-0.030 -0.037 -0.037
0.135 0.280 -0.210
-0.140 -0.065 0.211
0.024 -0.037 -0.049
-0.037 0.080 0.333
-0.011 0.173 -0.081
0.296 0.265 -0.389
-0.024 -0.003 0.004
-0.003 0.009 -0.006
0.013 -0.036 -0.018
-0.042 -0.015 0.016
0.000 -0.010 0.071
0.059 0.035 0.007
-0.008 0.019 -0.036
-0.051 -0.047 -0.101
-0.048 -0.068 -0.034
0.025 -0.026 0.021
0.013 -0.035 -0.035
0.048 0.077 -0.053

* E_LUMO (alpha / beta): 3.7 / 3.7 eV
* HOMO-LUMO gap (alpha / beta): 7.429 / 7.511 eV
* relative energy (zero: lowest compared OMol25 entry of this formula, charge and spin): 0.052 eV
* molecular weight: 1137.0 g/mol
* net charge: -2
* spin multiplicity: 4
* E_tot: -5760.9526 hartree